Entry 1:
{
  "formula": "C6H11N",
  "method": "ωB97M-V/def2-TZVPD",
  "total_charge": 0,
  "orbital_gap_ev": 8.5022,
  "homo_energy_ev": -7.53,
  "relative_energy_ev": 5.124,
  "e_tot_ev": -7885.407,
  "elements": ["N", "C", "C", "C", "C", "C", "C", "H", "H", "H", "H", "H", "H", "H", "H", "H", "H", "H"],
  "xyz": [[1.645, 0.776, 0.738], [-0.629, 0.455, 0.116], [0.723, -1.835, 0.287], [-2.028, -0.783, -0.338], [2.568, 0.846, -0.104], [-0.994, 1.869, 0.091], [0.216, -0.458, 0.285], [-0.048, -2.525, 0.628], [3.476, 1.429, 0.107], [-2.057, 2.021, -0.104], [1.057, -2.135, -0.708], [-2.677, -0.093, -0.867], [-2.459, -1.133, 0.595], [-1.738, -1.579, -1.017], [-0.792, 2.318, 1.064], [1.580, -1.882, 0.959], [-0.422, 2.406, -0.665], [2.579, 0.302, -1.068]],
  "nbo_charge": [-0.48, 0.05, -0.69, -0.64, -0.12, -0.67, 0.22, 0.24, 0.16, 0.23, 0.23, 0.20, 0.20, 0.20, 0.25, 0.25, 0.24, 0.12]
}

Entry 2:
{
  "formula": "C46H120N8O15",
  "method": "ωB97M-V/def2-TZVPD",
  "total_charge": 0,
  "orbital_gap_ev": 8.7003,
  "homo_energy_ev": -8.33,
  "smiles": "COC[C@H](C)N.COC[C@H](C)N.COC[C@H](C)N.COCCNCCOC.COCCNCCOC.COCCNCCOC.COCCNCCOC.COCCNCCOC.CCO.CCO",
  "relative_energy_ev": 8.384,
  "e_tot_ev": -92263.222,
  "elements": ["O", "O", "O", "O", "O", "O", "O", "O", "O", "O", "O", "O", "O", "O", "O", "N", "N", "N", "N", "N", "N", "N", "N", "C", "C", "C", "C", "C", "C", "C", "C", "C", "C", "C", "C", "C", "C", "C", "C", "C", "C", "C", "C", "C", "C", "C", "C", "C", "C", "C", "C", "C", "C", "C", "C", "C", "C", "C", "C", "C", "C", "C", "C", "C", "C", "C", "C", "C", "C", "H", "H", "H", "H", "H", "H", "H", "H", "H", "H", "H", "H", "H", "H", "H", "H", "H", "H", "H", "H", "H", "H", "H", "H", "H", "H", "H", "H", "H", "H", "H", "H", "H", "H", "H", "H", "H", "H", "H", "H", "H", "H", "H", "H", "H", "H", "H", "H", "H", "H", "H", "H", "H", "H", "H", "H", "H", "H", "H", "H", "H", "H", "H", "H", "H", "H", "H", "H", "H", "H", "H", "H", "H", "H", "H", "H", "H", "H", "H", "H", "H", "H", "H", "H", "H", "H", "H", "H", "H", "H", "H", "H", "H", "H", "H", "H", "H", "H", "H", "H", "H", "H", "H", "H", "H", "H", "H", "H", "H", "H", "H", "H", "H", "H", "H", "H", "H", "H", "H", "H"],
  "xyz": [[-6.680, 9.261, -1.784], [5.736, -0.491, -3.346], [7.595, 7.186, -2.868], [7.831, -1.899, 0.934], [-3.347, -8.353, 5.029], [-4.435, -5.287, 8.102], [6.378, -15.753, -2.716], [-4.829, 4.256, 6.266], [-0.359, -5.676, -2.192], [5.613, -11.615, 1.142], [-1.388, 0.579, 0.990], [3.647, 6.441, 1.846], [1.868, 5.501, -6.354], [-8.157, 10.460, -6.281], [-9.943, 3.545, 0.476], [-2.084, -2.249, 1.656], [3.996, 10.010, 2.468], [-4.862, -5.890, 5.426], [-7.110, 1.363, 1.779], [5.286, -14.464, -0.222], [4.886, 6.814, -5.464], [-5.954, 9.059, -5.129], [8.707, -1.336, -2.639], [6.192, 6.628, -4.908], [8.680, -1.872, -0.204], [3.204, 8.811, 2.303], [0.047, -2.489, 2.761], [8.335, -2.902, 1.806], [4.653, 5.447, 1.703], [4.917, -12.847, 1.553], [-5.767, -5.090, 7.569], [6.995, -14.727, -1.954], [-8.510, 0.850, -0.082], [8.830, 6.984, -3.454], [-0.455, -0.434, 1.290], [2.347, 9.044, 1.026], [3.652, 6.333, -4.878], [-4.216, -5.251, 9.465], [6.485, 7.545, -3.696], [-2.891, 3.104, 6.289], [-7.946, 2.008, 0.790], [-11.008, 4.316, 1.099], [-5.462, 9.666, -3.928], [-5.420, -7.164, 5.155], [5.852, -13.841, -1.433], [-1.017, -1.485, 2.258], [-8.122, 11.837, -6.189], [-9.099, 2.947, 1.389], [-0.984, 1.538, -0.010], [-5.769, -4.944, 6.036], [4.741, -10.620, 0.766], [-1.656, -7.314, -2.351], [-5.518, 8.944, -2.568], [-6.687, 8.706, -0.516], [6.435, -17.005, -2.082], [-8.354, 9.843, -5.018], [2.407, 6.607, -5.643], [6.711, -1.113, -4.134], [-3.402, -9.581, 5.794], [4.219, -13.709, 0.405], [8.028, -0.580, -3.740], [-3.579, 4.419, 6.777], [4.284, 7.729, 2.195], [-0.213, -7.021, -1.945], [0.715, 5.802, -7.151], [-4.518, -8.043, 4.342], [7.957, -1.104, -1.397], [-7.316, 8.642, -4.978], [4.425, -0.513, -4.092], [5.062, 5.148, 2.668], [-1.836, -8.373, -2.166], [-8.220, 12.216, -7.206], [-5.992, -4.142, 8.058], [-11.533, 3.648, 1.781], [6.734, 8.501, -4.156], [-4.501, -4.257, 9.810], [-7.732, 0.206, -0.491], [-5.314, 3.826, 6.974], [-6.211, 1.398, 1.320], [-3.616, 4.707, 7.828], [5.399, 5.563, 0.917], [5.081, 7.991, 1.498], [7.956, 0.477, -3.483], [-2.730, 3.176, 5.213], [8.850, 6.020, -3.963], [6.485, -0.944, -5.187], [4.869, 6.339, -6.355], [3.656, 7.038, -4.048], [-6.816, -4.971, 5.732], [-1.858, -7.154, -3.411], [0.405, 4.942, -7.745], [-7.522, 8.025, -4.103], [0.757, -2.871, 2.027], [9.557, 6.685, -2.699], [-6.935, 1.847, 2.649], [2.878, 9.584, 0.242], [-5.285, 7.880, -2.568], [3.658, -0.097, -3.439], [6.003, -17.159, -1.094], [-7.280, 12.390, -5.772], [6.960, -1.540, -1.447], [-3.387, -10.486, 5.188], [-9.267, 0.324, 0.500], [7.941, -3.865, 1.481], [5.586, 7.641, -3.087], [8.037, -2.532, 2.787], [-3.479, 2.259, 6.648], [-0.873, -5.251, -1.502], [4.818, 7.690, 3.144], [-6.497, 7.633, -0.525], [5.797, -13.350, 1.952], [6.328, 5.578, -4.648], [0.077, -0.897, 0.459], [1.484, 9.623, 1.353], [0.727, -1.988, 3.451], [-3.167, -5.365, 9.741], [6.684, -2.182, -3.923], [2.072, 8.080, 0.597], [-6.130, 10.510, -3.758], [6.004, -14.561, 0.482], [-7.431, 7.961, -5.822], [6.323, -12.940, -1.041], [-1.894, 2.968, 6.708], [0.905, 6.628, -7.836], [-6.500, -5.833, 7.884], [-7.346, 2.597, 0.096], [3.992, -11.059, 0.107], [-2.524, -9.636, 6.438], [-5.655, -7.642, 6.106], [-9.373, 9.464, -4.928], [-5.377, -3.966, 5.759], [1.698, 6.925, -4.878], [-1.109, 1.143, -1.018], [8.479, -2.308, -2.791], [9.424, -2.936, 1.833], [-9.127, 1.275, -0.874], [5.293, -9.989, 0.069], [9.084, 7.937, -3.917], [-6.006, 9.112, 0.233], [8.997, -2.870, -0.507], [-5.072, -8.952, 4.105], [3.833, -13.073, -0.391], [4.451, 0.019, -5.043], [-4.844, -5.900, 10.075], [0.036, 1.881, 0.158], [2.652, 7.502, -6.213], [0.494, -7.440, -2.661], [3.716, 5.330, -4.455], [7.648, -14.201, -2.650], [-6.280, -6.848, 4.566], [0.405, 0.039, 1.766], [7.656, -15.002, -1.132], [7.483, -17.252, -1.914], [0.024, -7.123, -0.886], [4.247, -12.709, 2.402], [2.546, 8.644, 3.156], [-2.774, -1.524, 1.520], [4.569, 10.027, 3.299], [-8.631, 3.672, 2.055], [-4.687, 9.367, -2.003], [-4.518, 10.185, -4.089], [4.137, -1.554, -4.242], [3.442, -14.306, 0.881], [-4.432, -7.501, 3.400], [-3.068, 5.202, 6.218], [-1.624, 2.417, -0.079], [8.589, -0.625, -4.673], [-0.117, 5.985, -6.471], [4.131, 4.561, 1.340], [-0.235, -3.324, 3.403], [9.516, -1.247, 0.109], [-7.726, 8.722, -0.188], [-4.386, -9.538, 6.262], [-8.206, 10.469, -4.138], [5.960, -17.634, -2.835], [6.888, 6.765, -5.736], [-4.325, -6.132, 6.246], [-11.754, 4.531, 0.333], [-5.797, 9.590, -5.974], [-2.430, -6.804, -1.777], [-2.616, -2.766, 2.342], [7.803, -0.046, -1.183], [-8.894, 12.148, -5.485], [-9.728, 2.342, 2.041], [-10.620, 5.221, 1.566], [4.584, 10.178, 1.665], [4.247, -10.016, 1.528], [-1.575, -1.104, 3.113], [5.153, -13.533, -2.211]],
  "mulliken_charge": [-0.25, -0.31, -0.35, -0.31, -0.40, -0.34, -0.33, -0.48, -0.53, -0.33, -0.28, -0.31, -0.29, -0.34, -0.32, -0.77, -0.72, -0.32, -0.71, -0.34, -0.30, -0.36, -0.44, -0.64, -0.49, 0.43, -1.51, -0.75, -0.76, -0.73, -0.64, -0.69, -1.28, -0.70, -0.79, -1.21, -0.40, -0.78, -0.37, -0.82, 0.45, -0.72, -0.64, -0.39, -0.51, 0.62, -0.70, -0.64, -0.77, -0.67, -0.71, -1.00, -0.76, -0.83, -0.67, -0.47, -0.71, -0.38, -0.64, -0.42, -0.82, -0.33, -0.66, -0.15, -0.71, -0.74, -0.48, -0.84, -0.78, 0.30, 0.33, 0.28, 0.51, 0.33, 0.29, 0.29, 0.33, 0.30, 0.26, 0.31, 0.30, 0.30, 0.33, 0.22, 0.28, 0.55, 0.21, 0.28, 0.32, 0.26, 0.25, 0.33, 0.30, 0.23, 0.23, 0.30, 0.41, 0.24, 0.26, 0.27, 0.26, 0.28, 0.31, 0.28, 0.27, 0.26, 0.26, 0.31, 0.34, 0.33, 0.34, 0.34, 0.41, 0.31, 0.39, 0.26, 0.25, 0.32, 0.29, 0.25, 0.40, 0.34, 0.34, 0.30, 0.32, 0.25, 0.28, 0.23, 0.25, 0.36, 0.35, 0.34, 0.31, 0.31, 0.33, 0.32, 0.27, 0.32, 0.30, 0.35, 0.41, 0.25, 0.30, 0.32, 0.29, 0.35, 0.22, 0.34, 0.38, 0.38, 0.37, 0.37, 0.31, 0.24, 0.38, 0.31, 0.26, 0.25, 0.31, 0.49, 0.46, 0.33, 0.37, 0.39, 0.20, 0.26, 0.36, 0.30, 0.27, 0.37, 0.27, 0.27, 0.30, 0.39, 0.25, 0.38, 0.32, 0.25, 0.29, 0.33, 0.25, 0.34, 0.33, 0.36, 0.27, 0.25, 0.30, 0.31, 0.38]
}

Entry 3:
{
  "formula": "C2H7ClO2Si",
  "method": "ωB97M-V/def2-TZVPD",
  "total_charge": 0,
  "orbital_gap_ev": [4.0687, 7.1731],
  "homo_energy_ev": [-3.63, -10.74],
  "multiplicity": 3,
  "relative_energy_ev": 1.766,
  "e_tot_ev": -26678.792,
  "elements": ["Cl", "Si", "O", "O", "C", "C", "H", "H", "H", "H", "H", "H", "H"],
  "xyz": [[3.369, 0.099, -0.099], [0.285, -0.658, 0.092], [0.862, -1.796, -0.877], [0.238, -1.391, 1.456], [-1.398, 0.037, -0.395], [1.708, 0.723, -0.141], [0.661, -1.770, -1.821], [1.680, 0.988, -1.157], [-2.082, -0.281, 0.321], [-1.649, -0.706, -1.133], [1.740, 1.659, 0.425], [-1.630, 1.098, -0.683], [0.815, -2.028, 1.796]],
  "lowdin_spin": [1.06, 0.17, 0.02, 0.02, 0.08, 0.54, 0.00, 0.05, 0.01, 0.01, 0.04, 0.01, 0.00]
}